No. 1
Density functional theory data (ωB97M-V with the def2-TZVPD basis set) for a 2-piece molecular cluster, C5H15NOS overall at a distorted geometry.

Each line ends with the natural charge from an NBO analysis.
Cartesian coordinates (Å):
S1 0.2044 -0.8174 -2.8131  -0.038
O1 1.4439 2.9241 -1.0249  -0.958
N1 -0.6960 0.6746 1.6057  -0.641
C1 0.4299 -0.6842 -0.0514  -0.396
C2 -0.3103 -0.6929 1.3382  -0.046
C3 -0.5907 -0.7839 -1.1933  -0.526
C4 0.5860 -1.3227 2.3677  -0.625
C5 -1.8556 0.9570 2.4656  -0.412
H1 1.4598 -0.7173 -2.4117  0.110
H2 -2.7337 0.7252 1.8576  0.190
H3 1.0827 -1.5816 -0.0856  0.188
H4 0.1157 -1.2886 3.3553  0.211
H5 -1.2245 0.1044 -1.0904  0.225
H6 1.2061 0.0377 -0.3113  0.213
H7 -1.8972 2.0430 2.5467  0.206
H8 -1.8553 0.4604 3.4292  0.170
H9 1.4455 -0.6400 2.4562  0.199
H10 1.0107 -2.2880 2.1100  0.216
H11 -1.2112 -1.2548 1.0843  0.189
H12 0.0837 1.2766 1.8248  0.359
H13 2.2995 2.9293 -0.5500  0.477
H14 -1.2621 -1.6256 -1.0278  0.209
H15 1.4505 2.4426 -1.8463  0.482

Cartesian forces, eV/Å:
S -0.6 -0.1 -0.5
O 0.0 0.7 1.2
N -0.6 0.3 0.5
C 0.3 -2.0 -0.2
C 0.9 0.9 -2.2
C 0.2 0.9 1.0
C 0.4 0.9 0.9
C 0.5 0.2 -1.6
H 0.4 0.0 0.3
H -0.2 -0.4 0.5
H -0.6 -0.1 0.0
H 0.0 -0.5 -0.1
H 0.1 0.0 -0.4
H -0.6 1.0 0.7
H 0.0 0.0 0.5
H -0.1 -0.1 0.3
H 0.0 -0.2 0.0
H -0.4 -0.3 0.1
H -0.1 -0.1 0.7
H 0.2 -0.2 0.0
H -0.7 -0.4 -1.0
H 0.3 -0.3 -0.3
H 0.6 -0.4 -0.2

## Properties
E = -19800.29014 eV
Orbital gap = 9.211 eV
Net charge = 0
Spin multiplicity = 1
Highest occupied orbital energy = -8.530 eV



No. 2
Density functional theory data (ωB97M-V with the def2-TZVPD basis set) for a 2-piece molecular cluster, C5H15NSi overall at a distorted geometry.

Each line ends with the natural charge from an NBO analysis.
Cartesian coordinates (Å):
Si1 0.9738 0.3235 -0.5564  1.363
N1 1.8282 1.8353 -0.4052  -1.342
C1 -1.6306 0.9524 0.8280  -0.508
C2 -2.6364 -0.0663 0.3121  -0.453
C3 -2.7741 -0.0380 -1.2036  -0.593
C4 1.5269 -1.0629 0.6414  -0.904
C5 3.0514 -1.2129 0.5300  -0.604
H1 -3.6015 0.2971 0.6157  0.194
H2 1.0473 -2.0148 0.2994  0.232
H3 3.5021 -0.4067 0.9698  0.210
H4 -3.1942 -0.9938 -1.5363  0.199
H5 3.1798 -1.1920 -0.5251  0.194
H6 3.3924 -2.2677 0.8620  0.212
H7 -2.5780 -1.0534 0.7326  0.199
H8 -3.3094 0.7474 -1.5815  0.202
H9 0.8065 -0.0206 -1.9963  -0.192
H10 -1.8595 1.9793 0.6540  0.179
H11 0.9601 -1.0206 1.6853  0.248
H12 -1.7530 -0.1472 -1.6066  0.196
H13 1.7453 2.6272 0.3147  0.419
H14 2.6969 2.0003 -0.8309  0.384
H15 -1.3740 0.7345 1.7968  0.168

Cartesian forces, eV/Å:
Si -2.4 1.4 2.6
N -0.9 1.3 1.8
C 1.2 -1.9 -2.9
C -0.3 1.9 -0.7
C 2.4 -3.9 0.7
C -2.2 -0.9 0.9
C -1.9 -3.6 0.1
H -0.9 0.2 0.7
H 0.3 0.6 -0.3
H 1.6 1.7 1.2
H -0.6 0.2 0.0
H 0.9 0.0 -1.0
H -0.2 2.0 -0.1
H 0.6 -0.4 0.1
H -1.1 2.1 -1.0
H 0.3 -0.1 0.3
H -0.1 0.6 -0.3
H 1.8 0.6 -1.8
H -0.2 0.7 -0.2
H -0.5 -2.2 -1.4
H 1.2 -0.1 -1.0
H 0.9 -0.2 2.4

## Properties
E = -14792.80961 eV
Orbital gap = 7.657 eV
Net charge = 0
Spin multiplicity = 1
Highest occupied orbital energy = -7.075 eV



No. 3
Density functional theory data (ωB97M-V with the def2-TZVPD basis set) for a 2-piece molecular cluster, C5H15NSi overall at a distorted geometry.

Each line ends with the natural charge from an NBO analysis.
Cartesian coordinates (Å):
Si1 -0.7822 -0.8066 0.1119  1.155
N1 0.8698 1.5985 -0.7776  -0.363
C1 0.4813 2.6807 0.2040  -0.485
C2 0.3393 -1.0849 2.6915  -0.620
C3 -1.5014 -1.8922 -1.2616  -1.146
C4 0.2220 1.9363 -2.0861  -0.480
C5 0.4534 -1.5927 1.3031  -0.902
H1 0.5091 1.1843 -2.7799  0.197
H2 -0.7965 1.7489 -1.8620  0.191
H3 -0.6223 -1.0756 3.2025  0.208
H4 0.9629 -1.7606 3.3350  0.214
H5 -1.8636 -0.0773 1.0403  -0.184
H6 -2.3841 -1.3922 -1.7855  0.257
H7 1.1210 3.4757 -0.0701  0.201
H8 0.5941 2.9520 -2.2719  0.192
H9 -0.8062 -2.4292 -1.9904  0.264
H10 0.5599 2.3145 1.2795  0.198
H11 0.4788 0.0256 2.7718  0.213
H12 1.6304 -1.5711 1.0918  0.253
H13 0.3294 -2.6294 1.2876  0.222
H14 -0.6218 2.8015 0.1500  0.178
H15 -1.9418 -2.6137 -0.4667  0.235

Cartesian forces, eV/Å:
Si 0.8 2.3 0.1
N -0.6 -0.2 0.8
C -1.4 -3.7 0.5
C -0.2 0.8 2.2
C -1.0 -0.6 0.7
C 1.6 -0.4 2.6
C 2.4 0.8 -1.2
H 0.6 -0.2 -0.9
H -1.5 0.9 -0.5
H -0.7 -0.8 -0.5
H -0.1 1.3 -0.2
H 0.8 -1.0 -1.1
H 1.3 -0.7 0.6
H 0.3 1.5 0.2
H -0.8 -0.1 -0.7
H -1.0 0.8 1.2
H 0.8 0.5 -1.3
H 1.1 -1.0 0.0
H -2.6 0.5 -0.3
H -0.6 -2.0 0.1
H 0.5 0.9 -0.4
H 0.3 0.3 -1.7

## Properties
E = -14791.01569 eV
Orbital gap (alpha / beta) = 7.049 / 8.981 eV
Net charge = 0
Spin multiplicity = 1
Highest occupied orbital energy (alpha / beta) = -6.519 / -8.585 eV



No. 4
Density functional theory data (ωB97M-V with the def2-TZVPD basis set) for C5H15O4 as an isolated structure at a distorted geometry.

Each line ends with the natural charge from an NBO analysis.
Cartesian coordinates (Å):
O1 3.0859 1.2655 1.3458  -0.959
O2 1.0274 -0.2750 -2.4465  -1.206
O3 1.6771 -0.4082 0.0955  -0.875
O4 -1.3960 2.0028 -2.1761  -0.946
C1 -1.0966 0.5726 1.0320  -0.141
C2 -1.2793 -0.5290 0.0799  -0.466
C3 -0.3556 -1.6963 -0.0286  -0.447
C4 -2.2111 1.2424 1.6224  -0.466
C5 0.9740 -1.4989 0.5958  -0.043
H1 -0.6644 1.5485 -2.4236  0.483
H2 1.8980 -0.1236 -2.7974  0.426
H3 2.3671 0.8060 1.0909  0.482
H4 -0.1623 -2.0468 -1.0928  0.247
H5 1.4665 -0.3674 -1.1006  0.507
H6 -2.0397 1.9579 2.3512  0.184
H7 0.9261 -1.3046 1.7534  0.125
H8 -0.9817 -2.4359 0.5244  0.190
H9 1.5127 -2.4599 0.6715  0.144
H10 -1.1754 -0.0208 -1.0531  0.235
H11 -0.0537 0.5915 1.3018  0.226
H12 -3.2123 1.0614 1.3411  0.181
H13 3.4485 1.2172 0.4163  0.455
H14 -1.4095 1.6643 -1.2723  0.465
H15 -2.3458 -0.7641 0.1691  0.198

Cartesian forces, eV/Å:
O 5.0 3.1 -0.5
O 0.1 -0.1 1.9
O -0.5 -0.8 -2.5
O -3.3 2.0 1.7
C -3.1 0.7 2.3
C -1.3 2.8 -4.8
C -1.0 -1.8 0.1
C 4.7 -2.6 -2.4
C 1.1 0.4 3.4
H 4.1 -2.3 -2.2
H 0.5 0.1 -0.6
H -4.8 -3.1 -0.7
H -0.7 0.6 1.2
H -0.5 0.2 0.4
H 0.3 1.4 1.2
H -0.6 -0.2 -1.5
H 1.1 -0.5 -0.3
H 0.3 0.1 -0.9
H -0.4 -1.2 2.8
H 0.1 1.3 0.6
H -0.9 -0.4 -0.5
H 0.2 0.4 1.6
H -0.6 0.6 0.3
H 0.2 -0.6 -0.5

## Properties
E = -13616.59311 eV
Orbital gap = 8.653 eV
Net charge = -1
Spin multiplicity = 1
Highest occupied orbital energy = -4.955 eV